Record 1
Formula: C18H42N2O10P2S6
Source: the Open Molecules 2025 dataset
Level of theory: ωB97M-V with the def2-TZVPD basis set

Calculated values
- LUMO level (eV) = -1.64
- orbital gap (Ha) = 0.237

Structure (ORCA input):
```
! wB97M-V def2-TZVPD RIJCOSX def2/J DEFGRID3
* xyz 0 1
H 7.45207 2.33652 4.89866
H 5.25685 0.18348 3.38698
S 3.37787 -0.67806 2.18284
C 2.07818 -1.62770 3.00838
C 1.62497 -2.68973 -1.01300
O 4.85955 4.67990 5.74320
H -2.57288 -1.20152 7.08927
H 1.56866 -0.99277 3.73703
C -3.03262 -0.22388 -7.75924
H 0.62172 4.20559 -1.46963
H 0.33071 4.70900 2.32723
O -2.28594 -3.39655 5.11921
O -1.25550 1.39609 0.20093
C 1.16738 5.32612 1.99076
P -0.41780 -1.42268 -3.79122
S -2.29030 -0.94248 -9.24436
H -3.57828 -1.34441 -11.21963
H 0.58566 -0.13303 -0.69524
H -4.11692 0.13333 -10.38184
H 0.82245 6.33968 1.77297
C -1.27739 -1.80706 0.48989
C 0.40304 4.64770 -0.49479
H -3.67755 -0.22604 6.08725
H 1.36006 -1.96076 2.25540
N -3.57458 0.80280 -2.92052
O -4.21911 -2.65494 -2.69308
H 1.02856 -4.83351 -1.46389
S 5.35404 3.51348 4.93946
H 1.92712 5.36419 2.77499
H 3.77637 0.22189 4.37826
C -1.62587 -2.08104 -1.12370
H -3.37755 0.78968 -7.97703
O -4.32138 -1.20005 -0.29499
S -2.59030 -1.95819 4.81993
H -1.50732 -4.34381 -0.80413
C 0.60876 -3.72279 -1.33168
C -3.79696 -0.90230 -10.24479
C -3.33262 -1.23960 6.30505
H 0.49122 0.64244 -2.40601
H -4.88666 -2.49324 4.30880
C -0.99858 -3.53868 -1.52534
H -1.29298 -3.90956 -2.62158
O 2.21406 3.16916 0.80492
O -3.97631 -3.83561 -0.16843
H -0.05518 -0.16806 -4.46540
C -4.09696 -1.91802 3.81949
P -3.55738 -2.37546 -1.09330
H -2.27288 -0.18581 -6.97501
H 6.58641 4.97767 3.47037
C 7.01099 3.10386 5.53924
O -0.95433 1.44689 -1.06399
O -1.98594 -2.38084 -8.94508
N -0.75236 -1.43930 1.63592
C -2.52430 0.07069 -2.61604
H -4.89074 -3.69260 0.22154
H -3.86929 -0.84100 -7.42277
C -1.21224 -0.84004 -2.10799
S -1.71434 -2.29018 -4.97741
H 6.36601 3.34696 2.76323
H -4.89003 -1.89806 -2.83578
S 1.90970 4.60752 0.50564
H 0.81313 -2.14428 -3.61939
H 0.08308 5.68333 -0.63184
O 4.15252 -1.62972 1.31952
H -4.41692 -0.88239 3.68244
H 6.92597 2.71835 6.55798
C 4.36005 -0.37214 3.67104
H 1.89739 -2.51079 0.12264
H 5.00926 4.50209 2.78866
H -0.49721 1.06616 0.76610
C -0.17120 0.25670 -1.49011
H -4.16929 -1.85672 6.64151
H 4.65183 -1.32062 4.12855
H 7.63974 3.99759 5.54190
H -0.38666 4.07247 -0.00548
H -4.58666 -1.47753 -9.75548
C 5.88857 4.14832 3.33205
H 2.17340 -2.01714 -1.83141
H -3.87828 -2.36013 2.84465
H 2.51023 -2.49885 3.50675
*
```

Mulliken atomic charge list, values in e, 2 entries: number 1, H, carries 0.3275; number 2, H, carries 0.2920

---

Record 2
Formula: C18H42N3O2P2Pm
Source: the Open Molecules 2025 dataset
Level of theory: ωB97M-V with the def2-TZVPD basis set

Calculated values
- LUMO level (spin up / spin down) (eV) = -5.98 / -5.87
- orbital gap (spin up / spin down) (Ha) = 0.261 / 0.268

Structure (ORCA input):
```
! wB97M-V def2-TZVPD RIJCOSX def2/J DEFGRID3
* xyz 2 5
H -1.26352 5.33200 0.10220
H -2.77348 -0.21315 -1.17586
H 1.80870 1.79044 2.07552
H -1.85807 -4.33574 -1.79902
H 0.65913 -1.01932 -3.85521
H 1.83465 1.40921 -2.43556
N 0.02143 -1.22534 4.08706
O 3.08652 -0.00431 0.14108
H 2.47442 -5.20831 -0.07438
H 0.78150 5.25943 0.94353
H 2.33365 -2.81026 -0.41945
H -1.57759 -2.49386 2.16992
H -1.09700 3.97186 2.38554
H 1.08704 3.31972 2.62283
H -2.79146 -3.70772 1.85025
H -2.96328 4.86366 -0.02839
H -0.05324 1.99634 3.73535
H -2.96265 -4.83387 -0.52296
H -1.26278 -5.31304 -0.44098
H -2.39207 -2.47049 -0.22645
C 1.52270 -3.30045 0.14357
C 1.52226 3.26954 0.47312
C 0.74257 1.36103 -2.62749
H 1.83614 -1.15255 -2.56634
H 0.05641 -1.25909 5.08432
H 1.07418 -3.56176 2.27602
N -0.04096 1.08882 4.19977
P 0.01840 2.53358 -0.18920
H 1.81064 -1.98726 1.88806
C -1.93850 4.54736 -0.25664
H -1.00525 -2.38085 -2.65784
H 2.79892 3.23518 2.21656
H 1.21930 5.04567 -0.76992
C 0.03569 2.61427 -2.03050
C 0.74380 -1.08544 -2.75135
H -1.85810 4.49760 -1.34952
H -3.11450 -0.06523 -0.47494
H 2.47446 5.18779 0.45872
H 1.21988 -4.93732 -1.28048
H 0.78110 -5.32898 0.40064
H 2.78916 -3.44315 1.88569
C 1.48528 4.77140 0.25879
C 0.03755 -2.39326 -2.28462
C -1.63310 -3.22507 0.07330
C -1.93770 -4.49522 -0.71627
H -2.79852 3.50840 2.21465
H -2.39409 2.48315 0.02782
P 0.01982 -2.49566 -0.44220
N 0.21298 0.10553 -2.06236
H 2.33290 2.83947 -0.13734
H -1.00685 2.64072 -2.40363
O -0.11510 0.03678 2.18016
H -1.58928 2.26484 2.40180
H 0.51854 3.54583 -2.37184
C -1.77278 3.23587 1.92667
H -0.01015 1.03347 5.21496
C -1.76532 -3.40894 1.59158
H -1.09047 -4.18990 1.97040
C 1.93156 -0.01908 0.07273
C -1.63574 3.20502 0.39955
C 1.79715 -3.04857 1.63126
H 0.52007 -3.28384 -2.72254
C -0.03751 -0.02126 3.45959
H 0.07280 -2.06380 3.51688
H 0.65868 1.40761 -3.73251
Pm -0.83969 -0.00061 0.09987
C 1.80466 2.87169 1.92621
C 1.48560 -4.77197 -0.22819
*
```

Mulliken atomic charge list, values in e, 2 entries: number 1, H, carries 0.2844; number 2, H, carries 0.1194

---

Record 3
Formula: C18H42N6O6
Source: the Open Molecules 2025 dataset
Level of theory: ωB97M-V with the def2-TZVPD basis set

Calculated values
- LUMO level (eV) = 0.43
- orbital gap (Ha) = 0.337
- SMILES = CNC(C)=O.CNC(C)=O.CNC(C)=O.CNC(C)=O.CNC(C)=O.CNC(C)=O

Structure (ORCA input):
```
! wB97M-V def2-TZVPD RIJCOSX def2/J DEFGRID3
* xyz 0 1
H -4.46697 -1.65016 0.94615
C 3.86584 0.13160 4.59161
H -2.63377 1.00291 -1.34046
H 3.23480 -0.21556 5.40977
C -2.02088 -5.08910 2.16093
C 3.19826 -3.29516 3.21624
H -1.77265 3.03549 -0.41990
H -1.11941 -4.05988 -5.73724
H 1.67085 -1.56593 0.71036
O -4.39211 -4.55598 2.62602
H 1.82601 -0.74773 -3.70714
H -0.22858 0.62628 -1.24528
C -1.94881 3.89509 -1.06655
H 2.43239 -1.91525 4.59808
H 3.20136 -4.08205 3.97050
H 3.25913 3.40185 -3.57916
H 0.62423 -0.84072 -2.41547
H -2.42861 3.51993 -1.97051
C 2.74473 2.44720 -3.46896
H -1.11868 -4.51551 1.94850
N -3.06421 -2.92014 1.87466
H 4.85409 0.20077 5.04623
H -2.92636 -0.44242 -0.35734
N -2.69230 4.94634 -0.38542
C -3.27905 -4.17073 2.21686
H -2.20615 -0.54057 -1.98905
H 3.61116 1.04783 4.05892
H 3.05827 4.03589 -1.61713
H -3.40152 7.20920 0.75847
H -4.91748 -2.06354 2.55607
H -3.65433 -0.97287 2.39424
H -2.62674 6.93437 2.33750
N -0.82734 0.04268 -0.67871
O -1.26806 5.08728 1.41705
H 1.67299 -0.31062 -0.48965
C -3.18182 6.46585 1.52481
N 3.09464 -1.99170 3.83934
H 1.47568 -3.71391 -4.17358
H 1.88383 -2.10212 -2.66496
O 4.56609 -0.86895 2.60107
H 0.23156 -5.08481 -5.54190
H -2.16813 -5.76530 1.31880
N 0.56538 -3.35185 -4.41929
C -0.30314 -0.61063 0.36882
H -3.61110 5.28528 -0.63243
H -1.83172 -5.74106 3.01373
H -2.12216 -2.61387 1.67759
H -0.99967 4.32599 -1.38523
C -0.36003 -4.34133 -5.00770
H 1.53815 0.16827 1.15277
H 2.25597 -3.55948 2.73633
C 3.86934 -0.94976 3.57062
N 2.31712 3.40655 -1.34377
C -2.23727 0.02732 -1.05919
C -2.29383 5.44606 0.80992
C -4.04762 -1.87554 1.92669
C 1.21929 -0.60701 0.45609
C 0.20997 -2.12606 -4.02167
C 1.17983 -1.42513 -3.14886
H 3.50100 1.68395 -3.28566
C 1.87358 2.58543 -2.27934
O -0.90617 -1.64540 -4.34469
H 3.96289 -3.40475 2.44718
O -0.93029 -1.27395 1.16518
C 1.82245 3.67842 -0.01873
H -0.85807 -4.97857 -4.27695
H 1.21758 2.86997 0.39191
H 1.13717 4.52478 -0.06536
H -3.96353 5.94537 2.07812
H 2.14973 2.22914 -4.35582
O 0.86987 1.91276 -2.13183
H 2.61307 3.86535 0.70796
*
```

Mulliken atomic charge list, values in e, 2 entries: number 1, H, carries 0.2767; number 2, C, carries -0.9894